(1)
Here is one molecule with the formula C18H24N2O4S2 from the Open Molecules 2025 dataset. Energies are from the ωB97M-V functional and the def2-TZVPD basis.

LUMO level: 0.29 eV
frontier orbital gap: 9.0 eV
relative energy (zero: lowest compared OMol25 entry of this formula, charge and spin): 47.2 kcal per mole
structure (SMILES): CCC(CC)NC(=O)CN(c1ccccc1OC)S(=O)(=O)c1cccs1
electronic energy: -1907.1364 Ha

Structure (XYZ):
```
50
Properties=species:S:1:pos:R:3:forces:R:3:nbo_charge:R:1
C 0.4414 1.5160 -4.4432 -0.1072 -0.0443 0.2482 -0.61
C 0.2423 0.8728 -3.0765 0.2572 -0.1606 -0.1936 -0.40
C 0.5599 -0.6284 -3.0701 0.1257 0.0719 -0.1366 -0.05
C -0.3432 -1.4719 -3.9796 0.0490 0.1135 0.0605 -0.40
C -1.8380 -1.2842 -3.7350 0.2341 -0.0608 -0.1011 -0.62
N 0.4763 -1.1262 -1.7101 -0.3739 0.0318 -0.2604 -0.64
C 1.5474 -1.4482 -0.9712 -0.1348 -0.0733 0.3793 0.66
O 2.6947 -1.4107 -1.3688 0.3793 -0.0620 0.0035 -0.63
C 1.2038 -1.8823 0.4607 0.4073 -0.3739 -0.2795 -0.32
N 0.1687 -1.0645 1.0555 -0.8204 -0.4330 0.2788 -0.70
C 0.3785 0.3175 1.2269 0.1123 0.6115 0.1082 0.15
C -0.4583 1.2483 0.6313 0.2420 0.1370 -0.0383 -0.24
C -0.2723 2.6054 0.8374 0.0106 0.0884 0.0225 -0.22
C 0.7698 3.0387 1.6321 -0.0987 -0.0153 -0.0732 -0.19
C 1.6152 2.1228 2.2374 0.2042 -0.1410 0.1175 -0.29
C 1.4252 0.7590 2.0605 -0.1149 -0.0624 -0.0642 0.28
O 2.1753 -0.2068 2.6573 -0.3836 0.0101 -0.2320 -0.50
C 3.2906 0.1809 3.4256 0.2120 0.0626 0.1599 -0.25
S -1.3926 -1.6246 0.9950 0.0600 0.0173 0.8347 2.34
O -2.0914 -1.1815 -0.1869 -0.1261 0.2243 0.1277 -0.96
O -1.3462 -3.0341 1.2222 0.1671 -0.1567 0.0769 -0.92
C -2.0821 -0.7990 2.3952 -0.0908 0.0114 -0.5997 -0.57
C -1.6745 -0.9266 3.6881 0.0403 -0.1411 -0.1904 -0.19
C -2.4030 -0.0907 4.5590 -0.0210 0.0148 -0.0168 -0.26
C -3.3379 0.6490 3.9026 -0.0117 -0.0874 -0.5326 -0.39
S -3.3505 0.3417 2.2126 0.0678 -0.0554 0.4317 0.53
H -0.2663 1.1239 -5.1687 -0.0646 -0.0170 -0.1560 0.20
H 1.4488 1.3281 -4.8071 0.1119 0.0005 -0.0965 0.21
H 0.2967 2.5918 -4.3750 0.0012 0.0955 -0.0825 0.21
H 0.9056 1.3534 -2.3527 -0.0639 -0.0287 0.0607 0.21
H -0.7825 1.0272 -2.7356 -0.0655 0.0356 0.1016 0.19
H 1.6030 -0.7705 -3.3766 -0.1698 0.0368 0.0402 0.23
H -0.1120 -1.2352 -5.0194 0.0270 -0.0476 -0.0442 0.20
H -0.0826 -2.5201 -3.8170 0.0739 0.0152 -0.0734 0.21
H -2.0938 -1.4284 -2.6880 -0.1154 -0.0184 0.0811 0.21
H -2.3973 -2.0101 -4.3212 -0.1108 -0.0228 -0.0090 0.21
H -2.1619 -0.2910 -4.0358 -0.1015 0.1182 -0.0010 0.20
H -0.4503 -1.1772 -1.3096 0.1079 0.0168 -0.0017 0.42
H 2.1107 -1.8401 1.0679 -0.1907 -0.0016 -0.1589 0.25
H 0.8228 -2.9061 0.4556 0.2275 -0.0086 -0.0558 0.25
H -1.2591 0.9019 -0.0017 -0.0017 0.0314 -0.0870 0.24
H -0.9343 3.3142 0.3656 -0.0706 0.0740 -0.0484 0.22
H 0.9335 4.0937 1.7907 0.0202 0.0945 0.0165 0.22
H 2.4170 2.4836 2.8615 0.0855 -0.0170 0.0654 0.22
H 3.7523 -0.7474 3.7580 0.0015 0.0956 0.0020 0.20
H 4.0105 0.7487 2.8290 -0.0450 -0.0098 0.0170 0.18
H 2.9924 0.7689 4.2996 0.0083 -0.0148 -0.0528 0.18
H -0.8881 -1.5951 3.9848 0.2063 -0.1285 0.0763 0.24
H -2.2387 -0.0447 5.6200 0.0042 0.0263 0.1811 0.23
H -4.0261 1.3580 4.3177 -0.1614 0.1473 0.0940 0.24
```
Positions in Å, forces in eV/Å.



(2)
Here is a 3-piece molecular cluster, C18H24N2O5P overall from the Open Molecules 2025 dataset. Energies are from the ωB97M-V functional and the def2-TZVPD basis.

LUMO level: 1.07 eV
frontier orbital gap: 2.8 eV
charge: -1
electronic energy: -1526.9803 Ha

Structure (XYZ):
```
50
Properties=species:S:1:pos:R:3:forces:R:3:nbo_charge:R:1
C 3.4604 1.4559 -0.0974 -0.0126 -1.0636 0.1835 -0.65
C 1.9053 1.4048 -0.6104 1.0291 -1.3088 0.5700 -0.73
P 1.1423 3.0919 -1.0728 -2.1645 0.9239 1.2059 0.63
C 2.4374 4.4999 -1.1425 0.3606 1.1490 0.4242 -0.96
C -0.0576 3.6365 0.3621 -0.5660 -1.5437 -1.1066 -0.94
C -1.5486 3.0557 -0.1230 2.8317 2.0090 1.4131 -0.14
O -1.4526 1.5901 -0.0274 -1.9004 -0.3158 -2.6066 -0.61
C -1.8786 0.9191 -1.2655 0.3982 -1.1417 -0.3304 -0.27
H 3.9910 0.4680 -0.5063 -0.8793 1.9716 1.1547 0.18
H 4.0948 2.3496 -0.5067 -1.4034 -1.6019 0.7853 0.21
H 3.4643 1.4632 1.0911 0.1720 0.1173 -2.8032 0.22
H 1.8413 0.6650 -1.5348 0.1440 1.5947 1.6995 0.19
H 1.2231 0.9077 0.2341 1.4600 1.2567 -1.8262 0.24
H 3.3305 4.3900 -0.3934 -1.3229 0.2782 -1.5909 0.20
H 1.8681 5.4995 -0.8253 1.0019 -2.3727 -0.6437 0.25
H 2.7450 4.6412 -2.2631 -0.0833 -0.3265 2.1767 0.20
H 0.2454 3.1140 1.3717 -0.6503 0.7083 -1.6807 0.14
H -2.3179 3.4889 0.6514 1.0227 -1.1037 -1.5449 0.16
H -1.7307 3.4674 -1.2040 0.1225 -1.0754 1.9598 0.18
H -0.9315 0.5420 -1.8835 -1.7957 0.9141 1.2563 0.17
H -2.5143 1.5767 -1.9958 1.0728 -1.0974 1.5737 0.19
H -2.4769 -0.0695 -0.9862 0.9911 2.0105 -0.4979 0.15
C -6.6250 -3.5116 -1.7185 0.0232 0.1324 -0.0476 -0.18
C -5.4530 -3.1840 -2.4021 -0.3108 0.2832 0.0834 -0.21
C -5.2224 -1.8672 -2.8047 -0.0757 0.0633 0.0342 -0.18
C -6.1745 -0.8809 -2.5122 -0.1376 -0.9980 0.3054 0.03
C -7.3555 -1.2084 -1.8328 0.0803 -0.0192 -0.0297 -0.18
C -7.5763 -2.5293 -1.4377 0.3641 0.0973 -0.2175 -0.22
N -5.9263 0.5099 -2.9103 0.5031 1.4745 -0.4916 0.51
O -4.8786 0.7561 -3.5262 -1.7244 -0.4508 0.9395 -0.36
O -6.7761 1.3586 -2.6043 1.1401 -1.2408 -0.4425 -0.38
H -6.7978 -4.5387 -1.4016 0.0342 0.2066 -0.0654 0.21
H -4.7170 -3.9554 -2.6185 -0.1231 0.2170 0.0269 0.22
H -4.3041 -1.6281 -3.3365 -0.2824 0.1848 0.1630 0.26
H -8.1052 -0.4539 -1.6037 0.3506 -0.0316 -0.1491 0.25
H -8.4886 -2.7930 -0.9072 0.1780 0.1121 -0.1110 0.22
C 4.8007 -3.8191 3.7073 0.0038 0.1378 -0.0305 -0.19
C 5.9727 -3.4916 3.0237 -0.2823 0.3025 0.0916 -0.22
C 6.2033 -2.1747 2.6210 -0.0900 0.0378 0.0547 -0.18
C 5.2512 -1.1885 2.9136 -0.1855 -0.9790 0.2588 0.03
C 4.0702 -1.5160 3.5929 0.0832 0.0179 -0.0315 -0.18
C 3.8495 -2.8369 3.9880 0.3877 0.0695 -0.1983 -0.21
N 5.4995 0.2023 2.5154 0.0849 1.5829 -0.3398 0.51
O 6.5472 0.4485 1.8995 -1.4587 -0.3926 0.8815 -0.38
O 4.6497 1.0510 2.8214 1.5324 -1.4581 -0.1984 -0.35
H 4.6280 -4.8462 4.0241 0.0275 0.2022 -0.0750 0.21
H 6.7087 -4.2630 2.8072 -0.1290 0.2005 0.0121 0.22
H 7.1217 -1.9356 2.0892 -0.3148 0.1724 0.1251 0.25
H 3.3206 -0.7615 3.8221 0.3205 -0.0254 -0.1887 0.26
H 2.9372 -3.1006 4.5186 0.1725 0.1186 -0.1311 0.22
```
Positions in Å, forces in eV/Å.



(3)
Here is one molecule with the formula C18H24N4O7S from the Open Molecules 2025 dataset. Energies are from the ωB97M-V functional and the def2-TZVPD basis.

LUMO level: -0.36 eV
frontier orbital gap: 8.1 eV
relative energy (zero: lowest compared OMol25 entry of this formula, charge and spin): 93.1 kcal per mole
electronic energy: -1843.9929 Ha

Structure (XYZ):
```
54
Properties=species:S:1:pos:R:3:forces:R:3:nbo_charge:R:1
C 3.3422 -0.0063 5.7789 -0.0043 -0.1915 -0.1121 -0.61
H 2.6865 0.3122 6.5870 -0.0407 0.0733 0.0987 0.20
C 2.7987 -1.2592 5.1044 -0.2995 0.3376 -0.1160 -0.41
C 1.4173 -1.0222 4.5031 0.0642 -0.4795 0.3243 -0.06
H 1.0118 -1.9594 4.1013 -0.0332 0.1252 0.0125 0.19
H 0.7321 -0.6269 5.2653 0.0077 -0.0405 -0.0826 0.17
O 1.5686 -0.0808 3.4535 0.1134 0.0835 0.0452 -0.47
C 0.5229 0.2635 2.7050 -0.1200 0.3108 -0.3339 0.34
C -0.7920 -0.1722 2.9087 0.2204 -0.0677 0.1875 -0.34
C -1.8115 0.2123 2.0604 0.1472 0.2927 -0.1316 -0.08
C -1.5780 1.0751 0.9954 0.0668 0.0230 0.2717 -0.10
C -0.2962 1.5604 0.8126 0.0490 -0.1052 0.2426 -0.15
C 0.7427 1.1562 1.6368 -1.0106 -0.4488 0.3142 0.02
N 2.0564 1.6333 1.3071 0.3936 0.1853 -0.1427 0.52
O 2.1229 2.7061 0.7405 0.0979 0.3772 -0.1785 -0.39
O 3.0118 0.9400 1.5744 0.3063 -0.1800 -0.0414 -0.36
H -0.0595 2.2286 -0.0010 0.0334 0.0043 -0.0785 0.24
C -2.6508 1.4125 -0.0110 0.0421 0.0123 0.4118 -0.23
N -2.1619 1.1353 -1.3424 0.0708 -0.1532 -0.4597 -0.35
C -1.8413 -0.1086 -1.8116 0.1765 -0.6420 -0.6693 0.03
C -1.2923 0.1159 -3.0708 -0.9376 1.2047 1.4186 0.11
N -1.2654 1.4506 -3.3290 0.2523 0.0687 -0.3906 -0.42
C -1.7868 2.0429 -2.2973 0.0496 -0.0758 -0.1800 0.37
C -1.9734 3.5073 -2.1761 -0.0701 0.0359 0.0840 -0.66
H -3.0267 3.7541 -2.0473 -0.0454 0.1114 0.0250 0.23
H -1.4133 3.9102 -1.3332 0.0054 0.1150 0.0612 0.22
H -1.6123 3.9673 -3.0907 0.0074 0.0128 -0.0058 0.26
N -0.7853 -0.7870 -4.0132 0.3358 -0.6200 -0.5681 0.52
O -0.2552 -0.3478 -5.0103 0.0608 0.0815 -0.0922 -0.36
O -0.9072 -1.9845 -3.7758 -0.1081 -0.1290 -0.0357 -0.43
S -2.2452 -1.5036 -0.8500 -0.2343 -0.3109 -0.2670 0.28
C -0.8046 -2.6054 -0.9218 0.0338 0.3855 0.1105 -0.56
C 0.3511 -2.1633 -0.0124 -0.0902 0.5209 -0.2885 0.06
O 0.8973 -3.2680 0.6653 0.3440 -0.4269 0.1303 -0.71
H 1.3214 -3.8528 0.0256 0.0010 0.0052 0.0442 0.47
C 1.4483 -1.4111 -0.7755 0.0513 -0.1169 0.3154 -0.08
O 0.9435 -0.1822 -1.2376 0.0006 -0.2103 0.1055 -0.58
C 1.8739 0.5287 -2.0279 0.0629 0.0402 -0.0617 -0.26
H 1.3831 1.4484 -2.3384 0.0620 0.0203 -0.0540 0.20
H 2.1553 -0.0465 -2.9165 -0.0182 0.0110 -0.0256 0.18
H 2.7781 0.7639 -1.4572 0.0140 0.0247 0.0266 0.18
H 1.7950 -2.0241 -1.6244 -0.0157 -0.0005 0.0295 0.16
H 2.3013 -1.2465 -0.0986 -0.0874 -0.0434 -0.0590 0.19
H -0.0398 -1.5117 0.7751 0.0643 -0.0611 -0.1530 0.19
H -0.5140 -2.7177 -1.9660 0.0064 -0.0921 0.1944 0.27
H -1.2016 -3.5519 -0.5508 -0.0210 0.0549 0.0188 0.24
H -3.5469 0.8158 0.1776 0.0370 0.1682 0.0141 0.23
H -2.9117 2.4720 0.0378 -0.0697 -0.1321 -0.0698 0.23
H -2.8039 -0.1814 2.2196 -0.1141 -0.0802 0.0102 0.21
H -1.0132 -0.8479 3.7183 0.0310 -0.0616 0.0963 0.23
H 2.7247 -2.0765 5.8234 -0.0194 -0.0651 -0.0500 0.21
H 3.4716 -1.5616 4.3018 -0.0068 -0.1422 -0.0114 0.22
H 3.4214 0.7986 5.0536 0.0380 0.1323 -0.0076 0.22
H 4.3292 -0.1979 6.1907 0.0991 0.0577 0.0732 0.21
```
Positions in Å, forces in eV/Å.



(4)
Here is C18H24N4ORhS2 as an isolated structure from the Open Molecules 2025 dataset. Energies are from the ωB97M-V functional and the def2-TZVPD basis.

LUMO level (alpha / beta): -1.92 / -5.25 eV
frontier orbital gap (alpha / beta): 8.6 / 5.7 eV
multiplicity: 5
charge: +1
electronic energy: -1901.2733 Ha

Structure (XYZ):
```
50
Properties=species:S:1:pos:R:3:forces:R:3:mulliken_spin:R:1
Rh -0.8816 -0.6896 0.3717 -0.0983 0.1541 -0.1423 2.34
C 2.0129 -0.1471 1.5764 0.1782 -0.0059 0.3222 0.00
N 1.5464 -0.5228 0.2347 -0.4148 -0.0998 0.1354 0.08
C 1.8668 0.5083 -0.7670 -0.2309 0.2544 -0.4177 0.00
C 0.7809 0.6965 -1.8391 0.3535 -0.1380 0.0714 -0.02
N -0.5278 1.0249 -1.2551 -0.0876 -0.4320 -0.1030 0.16
C -0.5422 2.3896 -0.7215 0.0597 0.2608 0.1609 -0.01
C -1.6435 0.8776 -2.1713 -0.5547 -0.1542 -0.1506 -0.01
C -1.5557 1.2293 -3.5084 0.1066 -0.0425 -0.0882 -0.01
C -2.6548 1.1138 -4.3469 0.0140 0.0469 0.0635 0.03
C -3.8636 0.6546 -3.8512 0.0713 -0.0546 -0.0840 -0.02
C -3.9826 0.3336 -2.5148 0.2210 0.0897 0.1164 0.01
C -2.8849 0.4548 -1.6646 0.1998 0.1413 -0.2208 -0.01
S -3.0900 0.1358 0.0391 0.6636 -0.5063 0.5555 0.54
C 2.0576 -1.8219 -0.1522 0.1017 -0.2255 -0.0603 0.06
C 3.4111 -2.1016 -0.0165 -0.0664 0.1703 0.0172 -0.03
C 3.9328 -3.3362 -0.3561 -0.1160 -0.0569 -0.0382 0.09
C 3.0977 -4.3233 -0.8534 -0.0524 -0.0301 -0.1004 -0.04
C 1.7550 -4.0611 -1.0215 0.0467 -0.0473 0.0124 0.07
C 1.2132 -2.8189 -0.6704 -0.1608 0.1632 0.0554 -0.02
S -0.4994 -2.5972 -0.9147 -0.0866 0.3201 0.0408 0.73
H 3.0927 0.0292 1.6205 -0.0535 0.0217 -0.0517 0.00
H 1.5072 0.7644 1.8970 -0.0314 -0.0282 -0.0509 0.01
H 1.7598 -0.9491 2.2703 0.0096 0.1045 -0.0187 0.00
H 2.0143 1.4574 -0.2459 0.0815 -0.1240 0.0016 0.00
H 2.8000 0.2513 -1.2840 -0.0608 0.1716 0.1081 0.00
H 1.1289 1.5047 -2.4983 -0.0522 -0.1322 -0.0148 0.00
H 0.6738 -0.2160 -2.4317 -0.0346 0.0973 0.0458 0.00
H -0.2705 3.1094 -1.5010 -0.0307 -0.0122 -0.0087 0.00
H -1.5418 2.6311 -0.3642 -0.0060 -0.0198 -0.0013 0.00
H 0.1612 2.4865 0.1017 0.0333 0.0256 0.1000 0.00
H -0.6278 1.6001 -3.9160 0.1377 0.0202 -0.0288 0.00
H -2.5697 1.4023 -5.3822 0.0494 -0.0126 -0.1197 0.00
H -4.7130 0.5416 -4.5042 -0.1176 0.0287 -0.1041 0.00
H -4.9210 -0.0154 -2.1131 -0.1046 -0.0087 0.0520 -0.01
H 4.0831 -1.3469 0.3590 0.0524 0.1368 0.0593 0.00
H 4.9867 -3.5255 -0.2374 0.1468 -0.0094 0.0329 0.00
H 3.4943 -5.2877 -1.1235 0.0476 -0.1367 -0.0301 0.00
H 1.1000 -4.8171 -1.4242 -0.1012 -0.0847 -0.0280 -0.01
C -0.9108 1.7439 5.3874 -0.0036 0.2677 -0.0522 0.00
N -0.9575 0.5216 4.6195 0.0403 -0.1819 0.1962 0.00
C -1.0402 0.4577 3.2844 0.1350 0.0707 0.3098 -0.02
N -1.2437 1.6165 2.5984 -0.0236 0.0460 -0.0286 0.01
O -0.8691 -0.6235 2.7038 -0.0202 -0.4105 -0.7317 0.04
H -0.7405 1.4971 6.4300 -0.0392 0.0044 0.0252 0.00
H -1.8525 2.2926 5.3150 0.0130 0.0168 0.0931 0.00
H -0.0933 2.3853 5.0474 -0.0582 0.0132 0.0602 0.00
H -0.7675 -0.3559 5.0783 -0.0219 0.0648 -0.1198 0.00
H -1.6949 2.3801 3.0775 0.0319 0.0576 -0.0797 0.00
H -1.5355 1.4635 1.6368 -0.1666 0.2056 0.2390 0.02
```
Positions in Å, forces in eV/Å.